[1]
{"formula": "C49H86F3N10O15S2Sn", "method": "wB97M-V/def2-TZVPD", "symbols": ["C", "O", "C", "C", "N", "H", "H", "C", "C", "O", "C", "H", "H", "H", "H", "H", "H", "H", "H", "H", "H", "H", "H", "H", "H", "C", "O", "C", "C", "N", "H", "H", "C", "C", "O", "C", "H", "H", "H", "H", "H", "H", "H", "H", "H", "H", "H", "H", "H", "H", "C", "O", "C", "C", "N", "H", "H", "C", "C", "O", "C", "H", "H", "H", "H", "H", "H", "H", "H", "H", "H", "H", "H", "H", "H", "Sn", "S", "O", "O", "O", "O", "C", "C", "O", "O", "H", "H", "H", "C", "F", "F", "F", "S", "O", "O", "O", "N", "C", "C", "C", "C", "H", "H", "H", "H", "H", "N", "C", "C", "C", "C", "H", "H", "H", "H", "H", "N", "C", "C", "C", "C", "H", "H", "H", "H", "H", "N", "C", "C", "C", "C", "H", "H", "H", "H", "H", "N", "C", "C", "C", "C", "H", "H", "H", "H", "H", "N", "C", "C", "C", "C", "H", "H", "H", "H", "H", "N", "C", "C", "C", "C", "H", "H", "H", "H", "H"], "positions_angstrom": [[-16.095317, -33.808527, 3.167409], [-15.049674, -34.262367, 3.998550], [-15.193415, -34.143225, 5.382723], [-14.923080, -32.744375, 6.026652], [-13.615922, -32.093994, 5.505626], [-13.574993, -32.202844, 4.502341], [-13.646402, -31.086326, 5.567057], [-12.278496, -32.711698, 5.945172], [-11.240100, -32.302397, 4.899080], [-11.802392, -32.523494, 3.606490], [-10.935151, -32.303002, 2.536633], [-16.979644, -34.391884, 3.423841], [-15.766856, -33.899890, 2.132097], [-16.329794, -32.750448, 3.284058], [-14.420026, -34.846892, 5.690689], [-16.148143, -34.514034, 5.755686], [-14.897576, -32.774094, 7.115942], [-15.754922, -32.095985, 5.751445], [-12.360917, -33.798285, 5.919823], [-12.088657, -32.303233, 6.937750], [-10.309916, -32.863827, 4.986451], [-10.849521, -31.297835, 5.061534], [-10.596897, -31.269917, 2.616763], [-11.454936, -32.494866, 1.597962], [-10.069308, -32.963614, 2.581684], [-12.254632, -23.413071, 2.545735], [-13.162341, -24.211246, 3.301175], [-12.930060, -25.586012, 3.132369], [-13.646905, -26.375882, 4.229149], [-13.617863, -25.801871, 5.674439], [-13.836732, -24.819135, 5.754702], [-14.335271, -26.291722, 6.189666], [-12.313755, -26.111062, 6.386638], [-11.168323, -25.088706, 5.958603], [-11.538063, -23.672379, 5.952600], [-10.406996, -22.818703, 5.757253], [-11.214991, -23.530740, 2.851353], [-12.471003, -22.348045, 2.629500], [-12.324762, -23.671400, 1.489121], [-11.854814, -25.758813, 3.178005], [-13.356915, -26.036218, 2.236147], [-13.426273, -27.443297, 4.222588], [-14.700725, -26.416736, 3.953685], [-11.990542, -27.148251, 6.297980], [-12.509642, -25.965951, 7.449030], [-10.821390, -25.473510, 4.999615], [-10.377512, -25.286191, 6.682290], [-10.805827, -21.804383, 5.744014], [-9.875508, -22.997477, 4.822545], [-9.673829, -22.810551, 6.563787], [-13.191218, -30.516026, 9.261055], [-13.828076, -29.979187, 10.436451], [-13.858827, -30.969637, 11.489398], [-13.697726, -30.263547, 12.816089], [-12.331831, -29.597323, 12.940979], [-11.592887, -30.285831, 12.945012], [-12.204236, -29.120607, 12.059752], [-12.157956, -28.781189, 14.245533], [-10.789151, -28.148072, 14.365300], [-9.633247, -28.991734, 14.104117], [-8.386528, -28.631780, 14.627183], [-13.337319, -29.805484, 8.447501], [-13.617947, -31.464606, 8.935143], [-12.104027, -30.593334, 9.272647], [-13.105227, -31.734402, 11.301463], [-14.794263, -31.528234, 11.457425], [-13.923959, -30.814568, 13.728935], [-14.437309, -29.464013, 12.859209], [-12.223088, -29.551358, 15.014100], [-13.015356, -28.109172, 14.282149], [-10.683441, -27.700393, 15.353488], [-10.619764, -27.294186, 13.709337], [-8.426996, -28.653360, 15.716222], [-8.288921, -27.571002, 14.396269], [-7.613015, -29.248321, 14.169290], [-16.574868, -29.028050, 9.326072], [-15.101215, -28.871095, 6.029234], [-15.010540, -27.812258, 7.033671], [-13.768696, -29.391874, 5.702223], [-15.871828, -29.908865, 6.700662], [-15.789597, -28.416400, 4.862048], [-18.268593, -33.810291, 9.327669], [-17.773388, -32.390005, 9.373796], [-18.543753, -31.455763, 9.554168], [-16.576020, -32.248909, 9.164656], [-19.337974, -33.903590, 9.138367], [-17.943757, -34.379190, 10.198837], [-17.750966, -34.294311, 8.499495], [-9.002940, -27.009579, 10.338640], [-8.336694, -27.399403, 11.382322], [-9.583003, -25.892350, 10.517810], [-8.062718, -26.868548, 9.366913], [-10.173438, -28.396827, 9.724879], [-9.385150, -29.656424, 9.709272], [-11.316528, -28.401752, 10.656594], [-10.615907, -28.074353, 8.352462], [-14.583105, -22.416689, 7.194919], [-14.527152, -22.703498, 5.894024], [-15.743209, -23.321300, 5.449024], [-16.475154, -23.520577, 6.618504], [-15.784518, -22.883772, 7.625105], [-13.868383, -22.081238, 7.824793], [-13.640120, -22.434704, 5.339648], [-15.965157, -23.724195, 4.471875], [-17.445148, -23.976394, 6.751748], [-16.016400, -22.744096, 8.670625], [-17.253475, -26.582297, 3.551070], [-17.699116, -27.054067, 2.337957], [-18.698752, -26.202810, 1.836971], [-18.791620, -25.141868, 2.719404], [-17.906175, -25.418757, 3.805573], [-16.588721, -27.086449, 4.120320], [-17.265546, -27.943889, 1.905964], [-19.313180, -26.273888, 0.951626], [-19.400047, -24.251441, 2.661531], [-17.761244, -24.840509, 4.706141], [-14.580026, -29.556850, 2.652186], [-14.268903, -30.845723, 2.355556], [-13.761382, -30.897693, 1.068357], [-13.956191, -29.632399, 0.445728], [-14.462994, -28.816931, 1.488870], [-14.892793, -29.293628, 3.575759], [-14.291932, -31.662587, 3.061669], [-13.332895, -31.772361, 0.601733], [-13.640353, -29.294347, -0.530165], [-14.610572, -27.750843, 1.578704], [-18.302379, -27.699024, 6.329165], [-17.901781, -26.641190, 7.123599], [-18.922675, -26.422807, 8.090041], [-19.960990, -27.282886, 7.836454], [-19.541537, -28.133718, 6.799721], [-17.755545, -28.100085, 5.580683], [-16.957192, -26.189246, 6.859229], [-18.824762, -25.680597, 8.868456], [-20.846195, -27.444835, 8.433595], [-19.995687, -29.022799, 6.387782], [-17.786960, -30.472279, 4.786399], [-18.185420, -30.524769, 3.464340], [-18.942733, -31.625832, 3.296684], [-19.002521, -32.314942, 4.519034], [-18.285903, -31.566991, 5.447926], [-17.200779, -29.759647, 5.197068], [-17.894724, -29.757461, 2.762105], [-19.383892, -31.926561, 2.357886], [-19.493536, -33.260876, 4.693763], [-18.094435, -31.690089, 6.503666], [-11.388091, -28.850040, 4.165675], [-11.113746, -28.732800, 2.803514], [-9.938963, -28.054607, 2.591473], [-9.422248, -27.893998, 3.886074], [-10.310065, -28.387523, 4.877386], [-12.235119, -29.220164, 4.572667], [-11.849527, -29.058896, 2.083320], [-9.530605, -27.818135, 1.620018], [-8.450285, -27.486241, 4.121523], [-10.350173, -28.434996, 5.955600], [-15.591418, -26.339787, 11.522915], [-16.019972, -25.597675, 10.417993], [-15.057021, -25.716716, 9.422228], [-14.009960, -26.440774, 9.929743], [-14.355866, -26.869186, 11.202875], [-16.170864, -26.569584, 12.317610], [-16.984558, -25.112071, 10.405632], [-15.063978, -25.393642, 8.391711], [-13.115248, -26.737324, 9.402528], [-14.042371, -27.634878, 11.897016]], "forces_ev_per_a": [[-0.350, 0.285, 0.223], [0.678, 0.772, -0.339], [1.276, -0.056, 0.556], [0.201, -0.171, -1.185], [-0.262, -2.526, 0.129], [-0.177, -0.598, -0.700], [0.055, 1.134, 0.956], [-0.744, 0.801, -0.689], [0.643, -0.062, -0.357], [-0.917, -0.332, 1.476], [0.704, 0.414, -0.128], [-0.257, 0.028, -0.488], [-0.118, -0.457, 0.104], [-0.074, 0.168, 0.346], [-0.082, -0.039, 0.646], [-0.264, 0.140, -0.017], [0.059, -0.154, -0.046], [0.327, 0.293, -0.017], [-0.350, 0.156, 0.279], [0.327, -0.326, -0.060], [-0.106, -0.686, 0.279], [-0.585, 0.607, -0.302], [0.201, 0.118, -0.532], [-0.068, 0.170, 0.252], [0.140, -0.157, 0.093], [-0.082, -0.062, -0.387], [-0.143, 0.411, -0.129], [0.447, -0.383, 1.374], [-1.357, 0.922, 0.281], [1.987, -1.991, -1.328], [-0.022, 0.954, -0.617], [-0.587, -0.669, 0.399], [0.296, 2.570, 0.451], [-0.839, -0.814, 0.342], [0.572, -1.813, 0.159], [-0.416, 0.432, 0.059], [0.091, -0.356, 0.239], [-0.459, -0.185, 0.303], [0.019, -0.036, -0.146], [0.131, -0.301, -0.270], [0.242, 0.379, -0.540], [0.786, 0.369, 0.389], [-0.091, 0.616, 0.188], [-0.231, 0.273, -0.490], [-0.124, 0.071, -0.003], [0.225, 0.623, -0.313], [0.191, 0.192, 0.061], [-0.092, -0.018, -0.216], [-0.121, -0.224, -0.131], [-0.058, -0.557, 0.279], [-0.018, 0.554, -1.219], [0.105, -1.041, 0.235], [-0.010, -0.076, -0.387], [0.173, 0.738, 0.456], [-1.131, -0.550, 1.299], [0.398, -0.470, -0.047], [0.761, 1.288, -0.935], [0.522, -1.594, -1.155], [2.479, 1.233, -0.300], [-2.957, -1.808, -0.588], [-0.790, 1.597, 0.454], [-0.361, 0.212, 0.071], [-0.304, -0.107, 0.334], [0.115, -0.060, 0.947], [0.384, 0.154, 0.145], [-0.304, 0.131, 0.097], [0.380, -0.594, -0.290], [0.122, 0.285, -0.168], [-0.338, 0.099, 0.121], [0.429, 0.268, 0.212], [-0.320, -0.245, 0.427], [-0.635, 0.157, -0.406], [0.390, -0.518, 0.200], [0.858, 0.171, -0.259], [-0.206, 0.119, 0.190], [0.189, -1.240, -2.031], [1.422, -0.528, 3.316], [0.503, 1.709, 0.861], [0.490, -0.015, -0.561], [-1.345, -1.676, 1.488], [-1.026, 0.695, -2.130], [-0.184, -0.747, -0.524], [-0.632, -1.008, -0.179], [-1.574, 2.531, 0.561], [3.637, 0.983, -0.276], [0.058, 0.120, 0.376], [-0.254, 0.201, 0.203], [-0.006, 0.002, -0.111], [1.100, -2.887, -2.922], [0.145, -0.325, 1.842], [-1.344, 2.139, 0.638], [-0.472, 0.215, -0.112], [0.044, -2.706, -2.086], [-0.924, 2.312, 0.916], [0.529, 0.440, 0.475], [0.457, 0.851, 1.433], [-1.317, -0.608, 0.516], [-0.142, -0.268, -3.055], [2.783, 0.257, 0.584], [-0.493, 0.892, 0.991], [-0.513, -0.294, 1.903], [-0.025, 0.087, -0.513], [-0.199, -0.114, -0.189], [0.224, 0.353, -0.061], [0.012, 0.144, -0.109], [-0.252, -0.184, -0.056], [-0.786, 0.383, -1.332], [-0.762, -0.059, -0.605], [1.113, -0.874, -0.029], [1.257, 0.297, 2.770], [-1.309, 1.098, -1.021], [-0.153, 0.253, -0.028], [-0.094, 0.051, 0.050], [0.397, -0.373, -0.116], [-0.076, -0.177, -0.029], [0.017, -0.236, -0.114], [-0.121, -0.790, -1.375], [1.413, -0.344, -0.579], [-0.694, -0.238, -0.306], [-0.260, 0.882, 2.485], [0.673, -0.207, -0.134], [-0.335, 0.551, -0.462], [-0.250, 0.332, -0.183], [-0.247, -0.018, -0.016], [-0.192, -0.100, 0.083], [-0.191, -0.042, -0.420], [-1.669, 0.265, 1.982], [-0.551, -0.972, 0.150], [2.790, 1.319, -0.633], [-0.203, -2.562, -0.812], [0.400, 0.648, -0.318], [-0.341, 0.245, 0.068], [-0.197, 0.267, 0.502], [-0.266, 0.093, -0.111], [-0.005, 0.135, -0.165], [-0.080, 0.176, -0.080], [-0.423, -0.243, -0.584], [0.773, 1.169, 0.567], [-0.458, -0.757, -0.897], [0.248, 0.039, 1.155], [-0.232, -0.163, -0.587], [-0.178, -0.680, -0.242], [-0.063, -0.104, 0.155], [-0.015, -0.034, 0.092], [-0.038, 0.133, 0.115], [-0.057, -0.110, -0.047], [0.984, -0.198, -1.385], [-1.639, 0.230, 0.173], [-0.845, -1.124, 0.782], [0.753, 0.313, 2.305], [0.299, 0.570, -2.138], [0.009, -0.034, -0.123], [-0.071, -0.053, 0.038], [0.145, 0.028, 0.255], [-0.024, 0.096, 0.052], [0.563, 0.123, -0.005], [-0.094, 0.708, -1.843], [-0.175, -0.587, -0.044], [-1.342, 0.890, -0.005], [1.294, -2.056, 1.238], [-0.841, -0.329, 0.571], [0.297, 0.242, -0.068], [0.137, 0.011, 0.086], [-0.423, 0.473, 0.278], [0.029, -0.073, 0.150], [0.855, 0.317, -0.319]], "max_force_ev_per_a": 4.25, "total_charge": 1, "lumo_energy_ha": -0.154, "homo_lumo_gap_ev": 5.1}

[2]
{"formula": "C3H7N3O", "method": "wB97M-V/def2-TZVPD", "symbols": ["C", "N", "C", "O", "N", "C", "N", "H", "H", "H", "H", "H", "H", "H"], "positions_angstrom": [[-0.516118, 0.414644, 2.071019], [-0.322278, 0.996040, 0.750716], [-0.255422, 0.154480, -0.307710], [-1.021497, -0.916148, -0.440574], [-0.044021, 0.656040, -1.626619], [0.127146, -0.792632, -1.839626], [1.390299, -0.900722, -1.284239], [-1.158428, -0.459783, 2.087720], [-0.985404, 1.173465, 2.703473], [0.470154, 0.161114, 2.478491], [0.251581, 1.840358, 0.697696], [0.873680, 1.116318, -1.775665], [-0.215750, -1.561532, -2.575600], [1.406059, -1.881642, -0.939082]], "forces_ev_per_a": [[0.503, 0.697, 0.705], [0.686, -1.121, -0.460], [-3.559, 1.936, -0.640], [2.186, 1.575, 0.580], [-1.476, 0.187, -0.001], [4.672, -0.603, -0.182], [-2.274, -2.840, 0.284], [0.041, 0.013, -0.510], [0.123, -0.136, 0.002], [-0.297, -0.118, 0.214], [-0.348, -0.549, -0.010], [-0.744, -0.636, 0.224], [-0.487, 1.372, 0.497], [0.974, 0.222, -0.701]], "max_force_ev_per_a": 4.71, "lumo_energy_ha": 0.031, "homo_lumo_gap_ev": 9.2}

[3]
{"formula": "C4H16N2O", "method": "wB97M-V/def2-TZVPD", "symbols": ["C", "C", "C", "C", "N", "N", "H", "H", "H", "H", "H", "H", "H", "H", "H", "H", "H", "H", "H", "H", "H", "H", "O"], "positions_angstrom": [[-1.816856, -0.925022, -1.271282], [-0.302023, -0.663596, -1.162795], [-0.131169, 0.725426, -0.564841], [-0.767363, 0.836304, 0.874761], [0.375255, 0.903306, 1.925853], [0.103293, -0.675693, -2.708811], [-2.370823, -1.311268, -0.409869], [-2.423445, -0.069803, -1.702918], [-2.174378, -1.772148, -1.966091], [0.346577, -1.336598, -0.608617], [-0.522532, 1.411742, -1.308540], [0.958426, 0.935220, -0.496792], [-1.270940, 1.780388, 0.964523], [-1.283114, -0.022829, 1.214807], [1.011721, 0.045573, 2.086563], [1.008423, 1.639812, 1.510619], [0.053746, 1.166120, 2.866574], [-0.283123, -1.536615, -3.138896], [1.188861, -0.822722, -2.643499], [-0.151136, 0.198956, -3.159234], [3.301082, 0.485796, 3.157055], [2.641488, -0.912251, 3.504821], [2.508030, -0.080098, 3.036608]], "forces_ev_per_a": [[-2.178, -1.689, -1.235], [-2.285, 0.525, -1.314], [1.111, -0.345, 0.315], [2.406, 0.139, -0.145], [0.927, 0.392, -1.617], [3.435, -1.413, 2.831], [0.581, 0.628, 0.506], [1.085, -0.478, 0.745], [1.326, 0.938, 0.556], [-0.339, -0.735, -0.473], [-0.408, 0.569, 0.483], [-0.500, 0.119, 0.024], [-0.648, 0.077, 0.172], [-1.246, -0.556, -0.254], [-0.741, 1.279, -0.291], [-0.466, -0.771, 1.375], [0.045, 0.207, -0.353], [0.024, 0.821, -0.029], [-2.312, 0.679, -1.019], [-0.020, -0.083, -0.412], [-0.557, -0.738, 0.062], [0.373, 0.128, 0.159], [0.386, 0.305, -0.085]], "max_force_ev_per_a": 4.67, "total_charge": 2, "lumo_energy_ha": -0.243, "homo_lumo_gap_ev": 12.6}